(1)
{"formula": "C18H22N6O2", "method": "ωB97M-V with the def2-TZVPD basis set", "smiles": "Nc1nc(NC2Cc3ccccc3C2)nc(N2CCC(C(=O)O)CC2)n1", "mol_weight_g_mol": 354.414, "de_lowest_kj_mol": 179.6, "symbols": ["O", "N", "N", "N", "O", "C", "C", "C", "C", "C", "C", "C", "C", "C", "C", "N", "N", "N", "C", "C", "C", "C", "C", "C", "C", "C", "H", "H", "H", "H", "H", "H", "H", "H", "H", "H", "H", "H", "H", "H", "H", "H", "H", "H", "H", "H", "H", "H"], "positions_angstrom": [[1.541, 3.831, -3.989], [2.457, -0.472, -0.517], [0.920, -1.772, 0.581], [0.918, 0.501, 0.886], [1.617, 1.776, -3.077], [2.031, 3.025, -3.268], [1.988, -1.595, -0.090], [1.997, 0.577, 0.119], [0.365, -0.698, 1.062], [-5.991, -2.636, 0.232], [-6.374, -2.397, 1.550], [-4.680, -2.724, -0.215], [-5.348, -2.061, 2.469], [-3.731, -2.342, 0.658], [-3.995, -1.950, 1.979], [2.523, -2.626, -0.754], [2.646, 1.815, -0.138], [-0.861, -0.743, 1.719], [-2.204, -2.567, 0.585], [-2.752, -1.893, 2.822], [1.806, 3.026, -0.229], [4.151, 1.956, -0.592], [2.455, 4.139, -1.019], [4.232, 2.515, -2.011], [3.088, 3.582, -2.307], [-1.575, -2.023, 1.890], [2.264, 1.367, -2.534], [-6.698, -2.813, -0.643], [-7.350, -2.365, 2.066], [-4.407, -3.071, -1.169], [-5.535, -1.775, 3.526], [3.516, -2.544, -0.686], [2.120, -3.520, -0.425], [-1.082, 0.151, 2.118], [-1.855, -3.583, 0.290], [-1.843, -1.861, -0.228], [-2.762, -2.639, 3.577], [-2.476, -0.951, 3.280], [0.886, 2.702, -0.689], [1.580, 3.354, 0.806], [4.852, 2.494, 0.124], [4.654, 0.968, -0.674], [3.212, 4.594, -0.416], [1.679, 4.900, -1.229], [4.117, 1.632, -2.641], [5.121, 3.102, -2.202], [3.629, 4.382, -2.793], [-0.846, -2.768, 2.196]], "nbo_charge": [-0.5688, -0.6027, -0.5997, -0.6010, -0.6561, 0.7838, 0.5825, 0.6217, 0.6232, -0.1913, -0.2453, -0.2263, -0.1744, -0.0001, -0.0341, -0.7636, -0.4616, -0.6021, -0.4353, -0.4386, -0.2118, -0.2211, -0.4070, -0.4316, -0.3200, -0.0343, 0.4940, 0.2141, 0.2293, 0.2171, 0.2099, 0.3852, 0.3827, 0.4153, 0.2278, 0.2267, 0.2268, 0.2151, 0.2074, 0.2008, 0.2025, 0.2330, 0.2087, 0.2387, 0.2020, 0.2279, 0.2331, 0.2172]}

=====

(2)
{"formula": "C48H40F8", "method": "ωB97M-V with the def2-TZVPD basis set", "smiles": "Fc1ccccc1.Fc1ccccc1.Fc1ccccc1.Fc1ccccc1.Fc1ccccc1.Fc1ccccc1.Fc1ccccc1.Fc1ccccc1", "mol_weight_g_mol": 768.832, "de_lowest_kj_mol": 39.3, "symbols": ["F", "C", "C", "C", "C", "C", "C", "H", "H", "H", "H", "H", "F", "C", "C", "C", "C", "C", "C", "H", "H", "H", "H", "H", "F", "C", "C", "C", "C", "C", "C", "H", "H", "H", "H", "H", "F", "C", "C", "C", "C", "C", "C", "H", "H", "H", "H", "H", "F", "C", "C", "C", "C", "C", "C", "H", "H", "H", "H", "H", "F", "C", "C", "C", "C", "C", "C", "H", "H", "H", "H", "H", "F", "C", "C", "C", "C", "C", "C", "H", "H", "H", "H", "H", "F", "C", "C", "C", "C", "C", "C", "H", "H", "H", "H", "H"], "positions_angstrom": [[-5.537, 1.229, -1.068], [-6.031, 0.780, 0.102], [-5.192, 0.416, 1.134], [-5.763, 0.028, 2.338], [-7.141, 0.024, 2.507], [-7.984, 0.498, 1.503], [-7.409, 0.821, 0.286], [-4.112, 0.370, 1.066], [-5.143, -0.403, 3.113], [-7.580, -0.218, 3.468], [-9.057, 0.598, 1.581], [-7.993, 1.208, -0.541], [6.392, -3.591, 4.039], [5.242, -2.897, 3.982], [4.422, -3.003, 2.857], [3.206, -2.310, 2.866], [2.809, -1.570, 3.970], [3.680, -1.378, 5.032], [4.853, -2.125, 5.041], [4.749, -3.589, 2.009], [2.568, -2.416, 1.999], [1.864, -1.049, 3.866], [3.451, -0.668, 5.812], [5.524, -1.966, 5.879], [-3.271, -3.150, -3.483], [-2.934, -1.886, -3.733], [-1.713, -1.627, -4.375], [-1.372, -0.314, -4.657], [-2.171, 0.727, -4.199], [-3.396, 0.460, -3.625], [-3.778, -0.852, -3.401], [-1.014, -2.415, -4.619], [-0.388, -0.142, -5.075], [-1.852, 1.760, -4.281], [-4.014, 1.292, -3.319], [-4.659, -1.000, -2.785], [4.991, -1.929, -0.802], [5.826, -2.173, -1.835], [7.200, -2.147, -1.657], [8.039, -2.478, -2.715], [7.477, -2.789, -3.950], [6.101, -2.739, -4.137], [5.276, -2.405, -3.078], [7.633, -1.834, -0.715], [9.097, -2.579, -2.525], [8.086, -3.118, -4.783], [5.658, -2.896, -5.111], [4.205, -2.388, -3.201], [-0.393, -2.350, 4.479], [-1.171, -1.302, 4.835], [-1.665, -1.261, 6.116], [-2.539, -0.214, 6.448], [-2.936, 0.708, 5.509], [-2.379, 0.664, 4.227], [-1.526, -0.369, 3.868], [-1.403, -1.985, 6.873], [-2.900, -0.187, 7.468], [-3.610, 1.520, 5.749], [-2.685, 1.371, 3.467], [-1.177, -0.455, 2.849], [3.178, -1.333, -4.864], [3.452, -0.111, -5.376], [3.369, 0.029, -6.737], [3.632, 1.275, -7.284], [3.981, 2.353, -6.471], [4.011, 2.178, -5.097], [3.743, 0.938, -4.527], [3.113, -0.791, -7.393], [3.516, 1.377, -8.355], [4.300, 3.290, -6.906], [4.277, 3.005, -4.453], [3.816, 0.759, -3.463], [-1.391, 1.053, 0.999], [-0.196, 0.737, 0.440], [-0.259, 0.209, -0.841], [0.933, -0.158, -1.425], [2.124, -0.118, -0.710], [2.141, 0.356, 0.592], [0.951, 0.837, 1.171], [-1.201, 0.105, -1.363], [0.915, -0.412, -2.479], [2.982, -0.603, -1.157], [3.081, 0.382, 1.127], [0.910, 1.201, 2.189], [-1.651, 4.328, 3.257], [-2.913, 4.034, 2.865], [-3.902, 4.104, 3.821], [-5.177, 3.786, 3.382], [-5.473, 3.484, 2.070], [-4.434, 3.503, 1.138], [-3.126, 3.730, 1.525], [-3.692, 4.429, 4.829], [-5.996, 3.646, 4.083], [-6.485, 3.240, 1.783], [-4.692, 3.247, 0.118], [-2.299, 3.603, 0.843]], "lowdin_charge": [0.0457, -0.2987, -0.0265, -0.0768, -0.0880, -0.0802, -0.0293, 0.1140, 0.1037, 0.1013, 0.1046, 0.1183, 0.0602, -0.2917, -0.0024, -0.0834, -0.0999, -0.0715, -0.0333, 0.1119, 0.1035, 0.0868, 0.1052, 0.1170, 0.0742, -0.2879, -0.0125, -0.0951, -0.1056, -0.0936, -0.0194, 0.1146, 0.1009, 0.1044, 0.0999, 0.1148, 0.0439, -0.2757, -0.0178, -0.0799, -0.0932, -0.0778, -0.0300, 0.1162, 0.1038, 0.1001, 0.1063, 0.1016, 0.0481, -0.2811, -0.0116, -0.0849, -0.0914, -0.0710, -0.0081, 0.1158, 0.1038, 0.0972, 0.0871, 0.0972, 0.0322, -0.2895, -0.0229, -0.0798, -0.0895, -0.0794, -0.0081, 0.1187, 0.1049, 0.1016, 0.1069, 0.1106, 0.0279, -0.2853, -0.0009, -0.0743, -0.0894, -0.0687, -0.0142, 0.1092, 0.0976, 0.0814, 0.1065, 0.1183, 0.0474, -0.2967, -0.0226, -0.0877, -0.0936, -0.0791, -0.0099, 0.1196, 0.1087, 0.1024, 0.0997, 0.1141]}

=====

(3)
{"formula": "C3H8N2", "method": "ωB97M-V with the def2-TZVPD basis set", "smiles": "C=NC.C=N", "mol_weight_g_mol": 72.111, "de_lowest_kj_mol": 284.2, "symbols": ["C", "N", "H", "H", "H", "C", "C", "N", "H", "H", "H", "H", "H"], "positions_angstrom": [[-2.276, 0.674, 0.270], [-3.218, 0.407, 1.068], [-2.040, 1.707, 0.030], [-1.730, -0.102, -0.274], [-3.196, -0.580, 1.325], [1.895, -0.214, 0.719], [1.835, -0.153, -1.606], [1.516, -0.781, -0.565], [2.911, 0.200, 0.652], [1.271, 0.615, 1.047], [1.905, -1.011, 1.454], [1.500, -0.514, -2.574], [2.451, 0.751, -1.552]], "nbo_charge": [-0.0473, -0.5936, 0.1562, 0.1523, 0.3316, -0.4539, -0.0586, -0.3908, 0.1803, 0.2066, 0.2070, 0.1752, 0.1350]}

=====

(4)
{"formula": "C6H8N2", "method": "ωB97M-V with the def2-TZVPD basis set", "smiles": "[H]/N=N/C=C\\[C@H]1C=C1C", "mol_weight_g_mol": 108.144, "de_lowest_kj_mol": 518.0, "symbols": ["C", "C", "C", "C", "C", "C", "N", "N", "H", "H", "H", "H", "H", "H", "H", "H"], "positions_angstrom": [[-0.421, 1.635, 0.030], [0.750, 0.891, -0.513], [-1.575, 1.020, 0.115], [2.066, 0.818, 0.147], [1.334, -0.261, 0.209], [1.064, -1.662, 0.220], [-2.763, -0.765, -0.444], [-1.628, -0.266, -0.246], [-0.409, 2.695, 0.410], [0.516, 0.756, -1.575], [-2.261, 1.529, 0.719], [2.846, 1.449, 0.583], [0.114, -1.917, -0.328], [2.007, -2.123, -0.084], [0.953, -2.026, 1.303], [-2.593, -1.773, -0.545]], "nbo_charge": [-0.0874, -0.3245, -0.1363, -0.1998, 0.0869, -0.6780, -0.3206, -0.1835, 0.2041, 0.1832, 0.1929, 0.2269, 0.2519, 0.2445, 0.2352, 0.3047]}

=====

Copy entry 3 word for word.
{"formula": "C3H8N2", "method": "ωB97M-V with the def2-TZVPD basis set", "smiles": "C=NC.C=N", "mol_weight_g_mol": 72.111, "de_lowest_kj_mol": 284.2, "symbols": ["C", "N", "H", "H", "H", "C", "C", "N", "H", "H", "H", "H", "H"], "positions_angstrom": [[-2.276, 0.674, 0.270], [-3.218, 0.407, 1.068], [-2.040, 1.707, 0.030], [-1.730, -0.102, -0.274], [-3.196, -0.580, 1.325], [1.895, -0.214, 0.719], [1.835, -0.153, -1.606], [1.516, -0.781, -0.565], [2.911, 0.200, 0.652], [1.271, 0.615, 1.047], [1.905, -1.011, 1.454], [1.500, -0.514, -2.574], [2.451, 0.751, -1.552]], "nbo_charge": [-0.0473, -0.5936, 0.1562, 0.1523, 0.3316, -0.4539, -0.0586, -0.3908, 0.1803, 0.2066, 0.2070, 0.1752, 0.1350]}